# 1
{"formula": "C36H108N18O8P6V", "method": "wB97M-V/def2-TZVPD", "elements": ["O", "V", "O", "O", "P", "N", "C", "C", "N", "C", "C", "N", "C", "C", "H", "H", "H", "H", "H", "H", "H", "H", "H", "H", "H", "H", "H", "H", "H", "H", "H", "H", "O", "P", "N", "C", "C", "N", "C", "C", "N", "C", "C", "H", "H", "H", "H", "H", "H", "H", "H", "H", "H", "H", "H", "H", "H", "H", "H", "H", "H", "O", "P", "N", "C", "C", "N", "C", "C", "N", "C", "C", "H", "H", "H", "H", "H", "H", "H", "H", "H", "H", "H", "H", "H", "H", "H", "H", "H", "H", "O", "P", "N", "C", "C", "N", "C", "C", "N", "C", "C", "H", "H", "H", "H", "H", "H", "H", "H", "H", "H", "H", "H", "H", "H", "H", "H", "H", "H", "O", "P", "N", "C", "C", "N", "C", "C", "N", "C", "C", "H", "H", "H", "H", "H", "H", "H", "H", "H", "H", "H", "H", "H", "H", "H", "H", "H", "H", "O", "P", "N", "C", "C", "N", "C", "C", "N", "C", "C", "H", "H", "H", "H", "H", "H", "H", "H", "H", "H", "H", "H", "H", "H", "H", "H", "H", "H"], "coordinates": [[0.392, -1.485, -0.576], [-0.715, -0.456, -0.050], [-0.106, 1.023, -0.011], [-2.739, 0.518, 0.706], [-3.635, 1.698, 1.005], [-4.426, 1.777, 2.460], [-3.716, 1.178, 3.630], [-5.734, 2.440, 2.629], [-4.855, 1.673, -0.126], [-5.461, 2.802, -0.754], [-5.543, 0.436, -0.442], [-2.688, 3.083, 0.872], [-2.888, 4.295, 1.595], [-1.952, 3.362, -0.316], [-2.839, 0.643, 3.358], [-4.380, 0.541, 4.151], [-3.322, 2.005, 4.250], [-6.347, 2.466, 1.679], [-5.479, 3.538, 2.931], [-6.408, 1.928, 3.384], [-5.224, 2.790, -1.770], [-6.519, 2.759, -0.614], [-5.161, 3.754, -0.306], [-5.530, 0.161, -1.513], [-4.934, -0.370, 0.078], [-6.587, 0.574, -0.037], [-1.912, 4.653, 1.805], [-3.475, 4.997, 1.005], [-3.390, 3.944, 2.565], [-2.118, 2.472, -0.930], [-0.911, 3.512, -0.180], [-2.278, 4.244, -0.856], [-2.374, -1.874, -0.111], [-2.580, -3.307, 0.136], [-1.378, -4.423, -0.085], [-1.121, -4.957, -1.386], [-0.405, -4.843, 0.871], [-3.756, -3.766, -0.943], [-4.335, -5.056, -0.755], [-4.761, -2.816, -1.284], [-3.088, -3.573, 1.698], [-3.643, -2.373, 2.468], [-3.128, -4.811, 2.443], [-0.111, -4.707, -1.695], [-1.806, -4.484, -2.088], [-1.216, -5.996, -1.431], [-0.607, -5.837, 1.201], [-0.442, -4.145, 1.687], [0.562, -4.671, 0.406], [-5.064, -5.112, 0.036], [-4.811, -5.425, -1.684], [-3.607, -5.818, -0.456], [-5.381, -2.473, -0.443], [-4.378, -1.902, -1.703], [-5.358, -3.270, -2.063], [-3.036, -1.515, 2.469], [-4.693, -2.212, 2.138], [-3.686, -2.677, 3.468], [-4.200, -5.015, 2.640], [-2.621, -4.637, 3.379], [-2.604, -5.651, 1.931], [-0.680, -0.640, 1.901], [0.512, -0.356, 2.786], [1.988, -0.975, 2.329], [2.089, -2.470, 2.353], [2.852, -0.329, 1.301], [0.166, -1.055, 4.290], [-0.647, -2.196, 4.367], [1.256, -0.883, 5.246], [0.683, 1.246, 3.010], [-0.577, 2.086, 3.021], [1.900, 1.939, 3.284], [2.578, -2.847, 3.267], [2.596, -2.879, 1.472], [1.114, -2.913, 2.236], [3.756, 0.118, 1.732], [2.282, 0.359, 0.676], [3.260, -1.117, 0.690], [-0.045, -3.172, 4.593], [-1.449, -2.177, 5.164], [-1.132, -2.335, 3.430], [2.016, -1.677, 5.080], [1.710, 0.094, 5.140], [0.849, -1.091, 6.250], [-0.996, 2.180, 4.060], [-0.301, 3.101, 2.742], [-1.341, 1.702, 2.433], [2.704, 1.193, 3.223], [1.813, 2.440, 4.275], [2.134, 2.677, 2.496], [-1.613, -0.014, -1.911], [-1.049, 0.193, -3.302], [0.205, 1.220, -3.414], [1.471, 0.733, -2.918], [-0.051, 2.685, -3.138], [-2.289, 0.931, -4.160], [-3.502, 1.309, -3.449], [-2.363, 0.714, -5.601], [-0.536, -1.225, -4.021], [-1.477, -2.363, -3.719], [0.177, -1.280, -5.307], [1.505, -0.360, -3.016], [1.585, 0.853, -1.864], [2.306, 1.278, -3.474], [-1.120, 2.877, -2.985], [0.382, 3.291, -3.966], [0.393, 3.133, -2.248], [-3.477, 1.126, -2.441], [-3.619, 2.397, -3.643], [-4.404, 0.781, -3.925], [-3.008, -0.246, -5.865], [-2.866, 1.503, -6.119], [-1.404, 0.464, -6.080], [-0.977, -3.368, -3.951], [-1.738, -2.412, -2.674], [-2.330, -2.294, -4.378], [1.056, -2.005, -5.277], [0.634, -0.306, -5.485], [-0.363, -1.526, -6.256], [0.772, 5.196, 2.045], [1.760, 6.051, 1.292], [2.476, 7.128, 2.350], [2.759, 6.586, 3.692], [3.159, 8.249, 1.933], [1.080, 6.847, 0.024], [-0.230, 7.465, 0.298], [1.424, 6.713, -1.427], [2.992, 5.191, 0.578], [2.566, 4.006, -0.195], [4.384, 5.492, 0.664], [3.795, 6.425, 3.922], [2.209, 5.729, 3.867], [2.503, 7.350, 4.518], [4.191, 8.139, 2.267], [2.834, 9.079, 2.530], [3.028, 8.445, 0.861], [-0.494, 7.312, 1.385], [-0.280, 8.540, 0.055], [-1.098, 6.997, -0.223], [2.465, 6.439, -1.599], [0.712, 5.941, -1.807], [1.260, 7.664, -1.874], [3.231, 3.754, -0.999], [2.422, 3.154, 0.445], [1.565, 4.162, -0.616], [4.780, 5.700, -0.375], [4.986, 4.671, 1.144], [4.620, 6.367, 1.254], [2.925, -3.930, -0.610], [4.118, -4.475, -1.315], [3.934, -5.466, -2.618], [3.336, -6.806, -2.382], [3.303, -4.726, -3.733], [5.042, -5.327, -0.231], [6.052, -6.304, -0.690], [5.117, -4.698, 1.123], [4.980, -3.152, -1.852], [6.403, -3.245, -2.142], [4.476, -1.816, -1.678], [3.001, -6.983, -1.440], [4.042, -7.569, -2.718], [2.389, -6.903, -2.953], [3.930, -3.810, -3.931], [2.278, -4.419, -3.386], [3.114, -5.250, -4.631], [5.852, -6.437, -1.706], [7.017, -5.997, -0.524], [5.907, -7.247, -0.114], [4.269, -5.097, 1.712], [6.043, -5.103, 1.627], [5.190, -3.635, 1.132], [7.012, -2.878, -1.264], [6.752, -4.265, -2.480], [6.608, -2.662, -3.061], [4.621, -1.220, -2.586], [4.886, -1.292, -0.870], [3.421, -1.802, -1.411]], "lowdin_charge": [-0.329, 0.814, -0.346, -0.322, 0.598, -0.290, -0.071, -0.085, -0.328, -0.111, -0.097, -0.290, -0.103, -0.129, 0.036, 0.072, 0.087, 0.074, 0.101, 0.100, 0.051, 0.073, 0.089, 0.080, 0.073, 0.103, 0.056, 0.082, 0.096, 0.059, 0.060, 0.088, -0.316, 0.566, -0.281, -0.107, -0.090, -0.301, -0.129, -0.119, -0.259, -0.050, -0.112, 0.085, 0.061, 0.072, 0.081, 0.060, 0.078, 0.079, 0.101, 0.080, 0.085, 0.061, 0.090, 0.025, 0.099, 0.053, 0.096, 0.072, 0.082, -0.356, 0.612, -0.239, -0.065, -0.078, -0.292, -0.158, -0.085, -0.258, -0.043, -0.112, 0.084, 0.055, 0.042, 0.085, 0.067, 0.043, 0.119, 0.103, 0.026, 0.078, 0.063, 0.096, 0.100, 0.065, -0.001, 0.063, 0.104, 0.071, -0.337, 0.587, -0.263, -0.122, -0.054, -0.289, -0.108, -0.103, -0.264, -0.067, -0.132, 0.071, 0.046, 0.115, 0.063, 0.095, 0.053, 0.010, 0.094, 0.115, 0.116, 0.069, 0.058, 0.107, 0.039, 0.074, 0.097, 0.067, 0.091, -0.312, 0.517, -0.314, -0.080, -0.158, -0.293, -0.114, -0.066, -0.299, -0.088, -0.117, 0.070, 0.033, 0.116, 0.079, 0.080, 0.098, 0.088, 0.081, 0.079, 0.076, 0.084, 0.068, 0.084, 0.054, 0.049, 0.099, 0.099, 0.049, -0.298, 0.485, -0.289, -0.084, -0.107, -0.280, -0.096, -0.083, -0.314, -0.108, -0.123, 0.042, 0.088, 0.094, 0.092, 0.085, 0.064, 0.036, 0.048, 0.101, 0.083, 0.098, 0.057, 0.100, 0.088, 0.082, 0.090, 0.054, 0.060], "e_lumo_ev": -1.09, "max_force_ev_per_a": 4.5, "total_charge": 1, "e_homo_ev": -10.2, "homo_lumo_gap_ev": 9.132}

# 2
{"formula": "C13H20N5O9Ti", "method": "wB97M-V/def2-TZVPD", "elements": ["Ti", "O", "C", "O", "C", "O", "C", "C", "O", "O", "H", "H", "H", "H", "H", "N", "C", "C", "C", "O", "O", "H", "H", "H", "H", "H", "H", "N", "N", "C", "O", "O", "H", "H", "H", "N", "C", "C", "C", "N", "C", "C", "H", "H", "H", "H", "H", "H"], "coordinates": [[-0.355, 0.357, -0.131], [-0.814, -3.539, -3.562], [-0.512, -2.478, -2.818], [-0.419, -1.353, -3.239], [-0.348, -2.876, -1.365], [0.399, -1.931, -0.616], [1.785, -1.863, -0.956], [2.215, -0.430, -1.223], [3.344, -0.147, -1.487], [1.235, 0.472, -1.106], [-0.971, -3.247, -4.474], [-1.346, -2.928, -0.927], [0.110, -3.864, -1.301], [2.378, -2.237, -0.120], [2.013, -2.469, -1.833], [-0.471, 2.327, -1.031], [-1.475, 3.293, -0.526], [-1.269, 3.597, 0.948], [-1.476, 2.397, 1.848], [-1.858, 2.451, 2.976], [-1.175, 1.230, 1.248], [0.462, 2.732, -1.061], [-0.715, 2.072, -1.992], [-2.458, 2.851, -0.693], [-1.420, 4.214, -1.106], [-1.952, 4.379, 1.274], [-0.257, 3.977, 1.123], [-2.066, 1.140, -2.989], [-3.068, 0.224, -2.610], [-2.841, -0.699, -1.629], [-3.478, -1.713, -1.508], [-1.818, -0.389, -0.826], [-2.525, 1.962, -3.363], [-1.477, 0.731, -3.709], [-3.701, -0.119, -3.321], [3.131, -0.950, 4.940], [2.409, -0.739, 3.826], [2.602, 0.407, 3.032], [1.841, 0.576, 1.908], [0.905, -0.301, 1.504], [0.715, -1.394, 2.260], [1.428, -1.652, 3.400], [3.820, -0.287, 5.246], [2.977, -1.760, 5.512], [3.342, 1.149, 3.297], [1.989, 1.451, 1.285], [-0.052, -2.080, 1.927], [1.219, -2.548, 3.968]], "nbo_charge": [1.817, -0.651, 0.780, -0.618, -0.189, -0.528, -0.194, 0.782, -0.532, -0.761, 0.509, 0.267, 0.224, 0.230, 0.228, -0.805, -0.221, -0.535, 0.801, -0.520, -0.711, 0.408, 0.439, 0.217, 0.215, 0.265, 0.234, -0.676, -0.479, 0.893, -0.595, -0.723, 0.375, 0.384, 0.397, -0.744, 0.258, -0.291, 0.082, -0.550, 0.086, -0.296, 0.410, 0.410, 0.237, 0.216, 0.222, 0.236], "relative_energy_kcal_mol": 19.45, "e_lumo_ev": -3.55, "max_force_ev_per_a": 0.5, "total_charge": 1, "e_homo_ev": -12.2, "homo_lumo_gap_ev": 8.674}